No. 1
{"formula": "C37H26CoN12", "method": "the ωB97M-V functional and the def2-TZVPD basis", "multiplicity": 4, "orbital_gap_ev": [4.87, 6.33], "homo_energy_ev": [-5.63, -8.45], "e_tot_ev": -94299.9473, "species": ["Co", "C", "C", "C", "C", "C", "N", "C", "N", "C", "C", "C", "C", "C", "C", "C", "C", "N", "C", "N", "C", "N", "C", "N", "C", "N", "C", "C", "C", "C", "C", "C", "C", "C", "C", "C", "C", "C", "N", "C", "C", "H", "H", "H", "H", "H", "H", "H", "H", "H", "H", "H", "H", "H", "H", "H", "H", "C", "C", "C", "C", "N", "C", "N", "N", "N", "H", "H", "H", "H", "H", "H", "H", "H", "H", "H"], "coordinates": [[-0.37748, -0.75330, 1.00150], [-4.41121, -5.58752, -0.71772], [-5.35430, -4.65008, -0.38694], [-5.04398, -3.42242, 0.29880], [-3.68667, -3.17947, 0.51061], [-3.00953, -2.01603, 1.12588], [-1.66515, -2.20874, 0.97855], [-1.44179, -3.38628, 0.28244], [-0.31682, -3.97668, 0.02598], [0.84073, -3.38607, 0.23967], [2.11021, -4.01814, -0.02465], [2.46704, -5.35982, -0.20442], [3.81978, -5.61870, -0.22486], [4.75338, -4.56770, -0.33043], [4.45171, -3.25251, -0.10585], [3.06680, -2.97673, 0.04120], [2.35534, -1.76176, 0.29591], [2.95973, -0.46669, 0.41354], [2.29903, 0.56490, 0.75560], [0.97396, 0.65863, 1.18654], [0.74349, 1.94560, 1.40022], [-0.36975, 2.55204, 1.73340], [-1.50216, 1.87355, 1.96869], [-1.67332, 0.50378, 1.69640], [-2.94873, 0.14171, 1.92852], [-3.59960, -1.04167, 1.70574], [-3.62294, 1.34748, 2.50112], [-4.91872, 1.48438, 2.99018], [-5.28723, 2.73994, 3.42267], [-4.47450, 3.87129, 3.28415], [-3.15813, 3.66783, 2.87392], [-2.75124, 2.40507, 2.52508], [1.96777, 2.76020, 1.17633], [2.06102, 4.17926, 1.18949], [3.38719, 4.59559, 0.88541], [4.39130, 3.68224, 0.44525], [4.16851, 2.31962, 0.35107], [2.90961, 1.89951, 0.75396], [1.00586, -2.00604, 0.44389], [-2.70236, -4.06840, -0.03153], [-3.03572, -5.26829, -0.63833], [-4.64625, -6.64067, -0.93761], [-6.41322, -4.89351, -0.42200], [-5.88042, -2.74450, 0.62236], [1.76812, -6.15529, -0.12676], [4.24227, -6.63575, -0.27817], [5.75098, -4.84481, -0.54807], [5.15314, -2.45441, -0.09485], [-5.57831, 0.62314, 2.93121], [-6.28472, 3.01422, 3.78031], [-4.72825, 4.89459, 3.60662], [-2.49502, 4.50449, 2.70501], [1.24556, 4.83806, 1.57235], [3.78461, 5.60669, 0.79722], [5.31320, 4.06497, 0.13896], [4.95468, 1.63697, -0.01945], [-2.42129, -5.90171, -1.18836], [1.29977, 3.86659, -2.17251], [1.73245, 2.95465, -3.34684], [2.93368, 2.13737, -2.84871], [0.58734, 2.07123, -3.81998], [-0.07715, 1.38511, -2.70526], [0.34001, 0.30628, -2.04022], [-0.55955, 0.06508, -1.09486], [-1.50054, 1.01867, -1.21163], [-1.21398, 1.78498, -2.19942], [2.17602, 4.37876, -1.81176], [0.98828, 3.20324, -1.35700], [0.44771, 4.50349, -2.44579], [2.05298, 3.48155, -4.23132], [2.71254, 1.68668, -1.82988], [3.72147, 2.83692, -2.67236], [3.21639, 1.36140, -3.53313], [0.91461, 1.36874, -4.56254], [-0.18619, 2.71321, -4.34008], [1.26792, -0.25599, -2.08247]], "atomic_forces_ev_per_a": [[0.68, 0.35, -0.03], [0.91, -0.31, 0.20], [-0.96, 0.93, 1.81], [0.13, -0.53, -0.59], [-1.31, -0.92, -0.67], [0.79, -1.31, -0.32], [0.72, -0.06, -0.97], [-0.12, -0.09, 0.68], [-0.60, -0.49, -0.04], [0.77, 1.78, -0.59], [0.12, 0.74, 0.34], [0.76, 0.60, 1.01], [0.45, -0.25, -1.05], [0.03, -0.28, 0.59], [-2.10, -0.04, -0.35], [0.76, -0.47, -0.03], [-0.94, 2.12, 1.00], [-0.01, -3.04, -0.97], [-1.00, -0.25, 0.65], [0.96, -1.41, -0.52], [-0.97, 1.92, 0.47], [-0.07, -0.01, 0.38], [-0.17, -1.24, -0.09], [-0.19, 0.03, -0.21], [-0.20, 1.59, 1.23], [-0.34, 1.45, -0.18], [-1.15, -2.06, 0.12], [0.19, -0.23, -0.43], [-1.50, 1.38, 0.10], [1.73, -0.21, 0.43], [-0.37, 1.19, -0.22], [1.70, -0.67, -1.19], [-2.42, 2.21, 0.21], [1.95, -0.64, 0.69], [0.02, -0.47, -0.84], [-1.96, -0.42, 0.57], [0.52, -0.07, 0.03], [1.46, -0.72, -0.39], [1.51, -1.20, -0.21], [-1.14, 1.12, 0.65], [-1.75, 1.50, 0.49], [-0.26, 0.81, -0.45], [0.14, -0.10, -0.29], [1.20, -0.70, -0.31], [-0.67, -0.40, -0.13], [-0.57, 0.50, -0.04], [1.00, -0.19, 0.06], [0.59, 0.38, -0.06], [-0.09, 0.26, 0.29], [0.09, -0.82, -0.04], [-0.38, -0.80, -0.27], [0.15, 0.06, 0.25], [0.82, -0.72, -0.63], [-0.90, 0.19, 0.48], [1.33, 0.65, -0.31], [-0.68, 0.35, 0.28], [1.69, -0.92, -0.19], [-0.37, -0.90, -0.90], [0.05, -0.59, 1.09], [-1.29, -0.20, 1.35], [-1.28, 1.45, -0.24], [1.47, -0.73, -1.31], [-0.42, -0.61, 1.42], [0.16, 0.27, -0.27], [-0.05, -0.25, -0.44], [-1.09, 0.84, 0.39], [0.05, 0.65, 0.08], [-0.09, 0.25, -0.06], [0.43, 0.11, 0.23], [0.06, 0.59, -0.25], [0.21, 0.35, -1.28], [0.85, 0.22, 0.00], [0.36, -0.39, -0.38], [0.18, -0.65, -0.13], [0.61, -0.77, 0.84], [-0.22, 0.31, -0.53]]}

No. 2
{"formula": "C6H39N2O12", "method": "the ωB97M-V functional and the def2-TZVPD basis", "relative_energy_kj_mol": 241.3, "multiplicity": 2, "orbital_gap_ev": [2.78, 10.30], "homo_energy_ev": [-2.70, -10.29], "e_tot_ev": -34402.1222, "species": ["C", "C", "C", "C", "C", "N", "C", "N", "H", "H", "H", "H", "H", "H", "H", "H", "H", "H", "H", "H", "H", "H", "H", "H", "H", "O", "H", "H", "O", "H", "H", "O", "H", "H", "O", "H", "H", "O", "H", "H", "O", "H", "H", "O", "H", "H", "O", "H", "H", "O", "H", "H", "O", "H", "H", "O", "H", "H", "O"], "coordinates": [[-2.29976, -2.78765, 0.71216], [-0.98891, -2.35656, 1.39090], [-0.88503, -0.96679, 2.03037], [0.55698, -0.42866, 2.27031], [1.71757, -0.79903, 1.30241], [2.10492, 0.31375, 0.47853], [3.32781, 0.81345, 0.43376], [3.71166, 1.82487, -0.32883], [-2.13944, -3.41079, -0.13606], [-2.47394, -1.85424, 0.15973], [-3.13837, -3.04636, 1.34499], [-0.27516, -2.44397, 0.56914], [-0.78369, -3.08221, 2.21755], [-1.31124, -0.18402, 1.38909], [-1.31721, -0.96994, 3.02946], [0.84173, -0.72260, 3.28443], [0.50723, 0.67414, 2.16543], [2.55938, -1.15117, 1.93116], [1.36670, -1.71428, 0.80186], [1.49617, 0.59292, -0.28735], [4.09247, 0.51065, 1.16273], [3.29394, 2.09422, -1.20851], [4.71307, 1.95994, -0.24806], [0.96125, 3.23267, -1.90257], [0.78120, 1.65206, -2.09358], [1.31346, 2.35468, -1.68646], [4.97466, -1.98684, -1.03789], [4.02906, -0.96147, -1.38559], [4.58092, -1.20941, -0.61917], [-4.39548, -2.19430, -0.43862], [-4.42468, -1.47487, -1.68416], [-5.04019, -1.97982, -1.13305], [-4.43086, 0.59068, 0.96016], [-4.42004, 2.12163, 0.78407], [-3.84146, 1.34234, 0.78954], [4.05074, 0.56444, -3.31619], [2.94436, 1.74523, -3.53875], [3.61254, 1.35101, -2.96948], [2.53156, 2.31856, 2.22629], [3.33485, 3.53395, 1.66886], [3.35913, 2.80179, 2.28603], [-2.65585, 0.67381, -0.33613], [-3.20540, 0.40021, -1.77281], [-2.47121, 0.18846, -1.17335], [-1.25545, 1.81124, -2.22972], [-1.99537, 2.66599, -3.33714], [-1.17779, 2.56915, -2.82294], [-3.28415, -0.28511, 3.27584], [-3.68812, -1.67209, 3.91131], [-3.67222, -0.71816, 4.03796], [2.48772, -2.34355, -3.23164], [2.20176, -0.87946, -2.77727], [2.86172, -1.59357, -2.74874], [-5.03576, -0.91406, 2.60320], [-5.46325, -1.68531, 1.31282], [-4.70358, -1.31976, 1.79236], [-0.61454, -0.18479, -1.26510], [0.22577, -0.41466, -2.65114], [0.23722, -0.07105, -1.73282]], "atomic_forces_ev_per_a": [[0.47, 2.55, -0.33], [0.09, -1.32, 1.00], [0.66, 0.37, -0.83], [0.34, 0.43, -0.13], [-0.67, -1.49, 1.69], [1.27, 0.15, -0.78], [-0.24, 0.56, 0.46], [1.07, -0.90, 0.67], [0.25, -1.37, -0.09], [-1.03, 0.02, 0.16], [0.07, -0.13, 0.01], [0.28, -0.13, 0.40], [0.48, 0.27, -0.82], [-0.67, -0.39, 0.16], [-0.46, 0.17, -0.22], [0.16, 0.32, -0.09], [-0.14, -0.45, 0.78], [-0.12, 0.54, -0.61], [0.69, 0.70, -0.78], [-0.29, -0.08, -0.07], [-0.77, -0.25, -0.34], [-0.55, -0.25, -0.14], [-0.28, 0.26, -0.26], [-0.29, -0.70, -0.15], [-0.18, 0.27, -0.10], [0.65, 0.80, 0.40], [0.24, -0.12, 0.53], [-0.26, 0.00, 0.36], [0.19, -0.14, -0.77], [-0.35, -0.27, 0.06], [-0.42, 0.01, -0.38], [0.83, 0.19, 0.31], [0.15, -0.22, 0.00], [0.36, -0.23, -0.04], [-0.58, 0.42, 0.41], [-0.53, 0.20, -0.60], [0.04, -0.61, -0.43], [0.56, 0.27, 0.59], [-0.20, 0.33, -0.15], [-0.32, -0.02, -0.18], [0.39, -0.06, 0.86], [-0.36, -0.12, -0.65], [0.26, 0.10, 0.21], [0.06, 0.08, 0.21], [-0.46, -0.14, -0.20], [0.33, -0.36, 0.38], [-0.11, 0.59, -0.27], [0.29, -0.35, -0.23], [0.34, 0.19, -0.36], [-0.35, 0.37, 1.10], [-0.16, 0.18, 0.02], [-0.18, -0.23, -0.19], [0.39, 0.12, -0.01], [-0.15, -0.15, 0.13], [0.10, 0.22, 0.10], [-0.69, 0.07, -0.60], [-0.16, -0.25, -0.90], [-0.63, -0.33, -0.09], [0.59, 0.31, 0.78]]}

No. 3
{"formula": "C16H23N3O4", "method": "the ωB97M-V functional and the def2-TZVPD basis", "relative_energy_kj_mol": 118.3, "smiles": "CCOC(=O)N1CCN(CC(=O)Nc2ccc(OC)cc2)CC1", "orbital_gap_ev": 8.56, "homo_energy_ev": -7.81, "e_tot_ev": -29625.9554, "species": ["C", "C", "H", "H", "O", "C", "O", "N", "C", "H", "C", "N", "C", "C", "O", "N", "C", "C", "C", "C", "C", "C", "H", "H", "O", "C", "H", "H", "H", "H", "H", "H", "H", "H", "C", "C", "H", "H", "H", "H", "H", "H", "H", "H", "H", "H"], "coordinates": [[0.02955, 1.28428, -3.64019], [-0.24689, 0.07332, -2.76003], [-0.57940, -0.78034, -3.35416], [0.65042, -0.19424, -2.19340], [-1.31604, 0.31756, -1.84927], [-0.98753, 0.97328, -0.72117], [0.12678, 1.37039, -0.45659], [-2.04685, 1.15542, 0.09999], [-3.39575, 0.71752, -0.16589], [-4.04537, 1.60187, -0.19563], [-3.87063, -0.25507, 0.93792], [-3.18725, -0.04837, 2.20534], [-2.17941, -1.03932, 2.53729], [-1.15002, -1.35937, 1.44113], [-1.45025, -2.02903, 0.47393], [0.09040, -0.86862, 1.68878], [1.24592, -0.97530, 0.89983], [2.34742, -0.20455, 1.24762], [3.51771, -0.26015, 0.51391], [3.60529, -1.10115, -0.58918], [2.50324, -1.88552, -0.92870], [1.33677, -1.82815, -0.19666], [0.48943, -2.43051, -0.47748], [2.58244, -2.53681, -1.78484], [4.70319, -1.23420, -1.38899], [5.83276, -0.44527, -1.11005], [6.56583, -0.69877, -1.87448], [5.60222, 0.62338, -1.17063], [6.24918, -0.67179, -0.12266], [4.34702, 0.36222, 0.81025], [2.29023, 0.46211, 2.09676], [0.20030, -0.26521, 2.49197], [-1.68633, -0.72386, 3.45947], [-2.71329, -1.97647, 2.73633], [-2.82727, 1.33426, 2.40123], [-1.85680, 1.88424, 1.33648], [-2.04050, 2.95584, 1.17689], [-0.81109, 1.76626, 1.62808], [-2.39789, 1.45557, 3.39833], [-3.76180, 1.90294, 2.37037], [-3.70378, -1.28313, 0.62057], [-4.94539, -0.10956, 1.10242], [-3.41844, 0.22976, -1.13755], [0.80571, 1.03995, -4.35980], [-0.87135, 1.58045, -4.17303], [0.36748, 2.11416, -3.02450]], "atomic_forces_ev_per_a": [[-0.19, -0.22, 0.32], [0.52, 0.06, -0.27], [0.06, 0.06, 0.09], [-0.19, -0.03, -0.14], [-0.27, 0.07, 0.20], [-0.03, 0.10, -0.10], [0.31, 0.11, -0.17], [-0.14, -0.09, 0.13], [-0.15, -0.16, -0.06], [0.00, -0.09, -0.06], [-0.34, -0.02, -0.05], [0.23, -0.07, 0.06], [-0.22, -0.14, -0.12], [-0.16, 0.10, 0.64], [-0.04, -0.15, -0.28], [0.17, 0.25, 0.29], [0.39, -0.09, -0.15], [-0.25, -0.19, -0.06], [0.25, -0.01, -0.14], [-0.17, -0.10, -0.03], [0.34, 0.18, 0.05], [-0.07, -0.07, 0.04], [-0.02, -0.02, -0.01], [0.00, -0.09, -0.10], [-0.25, -0.14, -0.03], [0.15, 0.10, 0.04], [-0.01, 0.06, 0.08], [0.01, -0.03, 0.02], [-0.02, 0.02, -0.03], [0.09, 0.04, 0.00], [-0.02, 0.09, 0.08], [-0.17, -0.18, -0.11], [-0.01, -0.04, 0.02], [0.24, 0.02, 0.00], [-0.03, 0.11, -0.07], [0.16, 0.11, 0.06], [0.07, -0.03, 0.08], [-0.15, 0.06, 0.00], [-0.05, 0.08, -0.03], [0.06, 0.07, 0.08], [-0.06, 0.07, -0.01], [0.01, -0.02, -0.14], [-0.11, 0.10, 0.08], [0.09, 0.00, -0.11], [-0.05, 0.03, -0.10], [0.05, 0.07, 0.00]]}